Entry 1:
ORCA calculation (ωB97M-V/def2-TZVPD) on the molecule C4H7FN2 at a distorted geometry.

```
14
C4H7FN2 ωB97M-V/def2-TZVPD
F -1.9360 -0.8876 -1.6628
C -1.5379 -0.3859 -0.2665
C -0.1524 0.0373 -0.4529
C 0.9204 -1.0442 -0.4868
N 1.9278 -0.5696 0.2142
N 1.6893 0.7615 0.4652
C 0.3191 0.8821 0.6937
H -2.1982 0.5306 -0.2558
H -1.5609 -1.1110 0.4974
H -0.1465 0.4208 -1.4338
H 0.7577 -2.2075 -0.6439
H 2.2186 1.1958 1.2323
H -0.0015 0.5427 1.7617
H -0.2995 1.8349 0.3381
```

Results
Max |F|: 0.0872 Eh/bohr
HOMO energy: -9.01 eV
Net charge: 0

Entry 2:
ORCA calculation (ωB97M-V/def2-TZVPD) on C4H7FO as an isolated structure at a distorted geometry.

```
13
C4H7FO ωB97M-V/def2-TZVPD
C 2.0795 -1.3246 -0.2694
C -1.6163 -0.8590 -0.1315
C 2.5330 -0.1685 0.0149
C -1.9314 0.6685 0.0804
O 3.2633 0.8460 0.5317
F -1.1585 1.5727 -0.6877
H -2.1925 -1.4172 0.6084
H -0.6910 -0.9246 0.0269
H -1.6149 -1.1558 -1.1152
H 3.0039 -0.7308 -0.9307
H -1.5678 0.7889 1.1485
H -3.0317 0.9760 -0.0894
H 2.9246 1.7284 0.8132
```

Results
Max |F|: 0.1549 Eh/bohr
HOMO energy: -10.42 eV
Net charge: 0

Entry 3:
ORCA calculation (ωB97M-V/def2-TZVPD) on the molecule C4H7FO at a distorted geometry.

```
13
C4H7FO ωB97M-V/def2-TZVPD
O -2.9987 0.3195 -0.4515
C -2.0779 -0.4569 -0.1603
C -0.6776 -0.4652 0.2621
C 0.3776 0.5828 -0.2734
C 1.8083 0.3619 0.2319
F 2.5444 -0.5309 -0.6509
H -2.3977 -1.5653 -0.2516
H -0.2668 -1.4748 0.1189
H -0.6054 -0.2316 1.3398
H -0.2053 1.5498 -0.0930
H 0.3814 0.5478 -1.3872
H 2.1667 1.3404 0.0561
H 1.9510 0.0226 1.2592
```

Results
Max |F|: 0.0946 Eh/bohr
HOMO energy: -9.85 eV
Net charge: 0

Entry 4:
ORCA calculation (ωB97M-V/def2-TZVPD) on a 2-piece molecular cluster, C4H7FO5P overall at a distorted geometry.

```
18
C4H7FO5P ωB97M-V/def2-TZVPD
C 1.8910 -2.4153 -1.4631
P 0.2510 -2.0464 -1.2315
O -0.4965 -3.3830 -1.8943
O -0.2882 -0.8594 -2.3387
H 2.4901 -1.6049 -1.0877
H 2.1489 -2.6797 -2.4810
H -1.3344 -3.4629 -1.4288
H -0.2115 -0.0064 -1.8960
C -1.4084 1.4232 1.3718
C -0.3463 2.0755 2.2306
O 0.8477 1.6551 1.6111
C 0.5694 1.4314 0.2861
O 1.3681 1.2902 -0.5597
O -0.7735 1.3921 0.0952
F -0.3716 1.6273 3.5156
H -1.6199 0.4048 1.6996
H -2.3338 1.9915 1.3281
H -0.3822 3.1668 2.2427
```

Results
Max |F|: 0.0292 Eh/bohr
HOMO energy: -1.94 eV
Net charge: -1

Entry 5:
ORCA calculation (ωB97M-V/def2-TZVPD) on the molecule C4H7FO6S at a distorted geometry.

```
19
C4H7FO6S ωB97M-V/def2-TZVPD
C 1.7599 -1.3648 1.2827
O 2.0658 -0.0560 0.6973
C 1.1582 0.1688 -0.3952
O 1.7135 1.1657 -1.1806
C -0.2583 0.6471 0.2115
F -0.0513 1.4551 1.3005
C -1.1092 1.3601 -0.8961
O -2.3896 0.7501 -0.8811
S -2.3597 -0.7347 -0.2501
O -3.5766 -0.9166 0.4613
O -2.0357 -1.6900 -1.2297
O -0.9794 -0.5870 0.6390
H 0.6040 -1.3343 1.3916
H 2.3835 -1.3414 2.1961
H 1.9268 -2.0934 0.5522
H 1.0155 -0.7655 -0.9065
H 2.2148 1.6856 -0.5392
H -1.3764 2.4516 -0.6260
H -0.7059 1.1997 -1.8275
```

Results
Max |F|: 0.0751 Eh/bohr
HOMO energy: -10.62 eV
Net charge: 0

Entry 6:
ORCA calculation (ωB97M-V/def2-TZVPD) on the molecule C4H7FS at a distorted geometry.

```
13
C4H7FS ωB97M-V/def2-TZVPD
C -2.1510 -0.2804 -0.6464
C -0.8965 0.1121 0.0536
F -0.8002 1.4229 0.3552
C -0.3548 -0.8674 1.0404
C 0.3208 -0.6432 -0.2598
S 1.9318 0.1813 -0.2205
H -3.0646 -0.2040 -0.0036
H -2.1509 -1.2606 -1.1248
H -2.2736 0.3817 -1.5419
H 0.2223 -0.4696 1.9392
H -0.8630 -1.7487 1.3324
H 0.2541 -1.3930 -1.0521
H 2.6581 -0.9404 -0.3449
```

Results
Max |F|: 0.0571 Eh/bohr
HOMO energy: -9.02 eV
Net charge: 0

Entry 7:
ORCA calculation (ωB97M-V/def2-TZVPD) on the molecule C4H7FS3 at a distorted geometry.

```
15
C4H7FS3 ωB97M-V/def2-TZVPD
F -1.5847 -0.5663 1.7532
C -0.1708 -0.9512 1.6583
C 0.3381 -0.1305 0.4463
S 2.1645 -0.3488 0.1685
C -0.5741 -0.2565 -0.7059
S -0.0472 -0.7741 -2.3364
C -0.4749 1.1110 -0.0283
S 0.2476 2.6033 -0.7286
H 0.2097 -0.6142 2.6612
H -0.2783 -2.0615 1.6024
H 2.2377 0.9547 -0.5491
H -1.7241 -0.4542 -0.3623
H 1.1526 -1.8818 -1.9847
H -1.4235 1.2276 0.4668
H -0.0727 2.1425 -2.0614
```

Results
Max |F|: 0.0769 Eh/bohr
HOMO energy: -9.08 eV
Net charge: 0

Entry 8:
ORCA calculation (ωB97M-V/def2-TZVPD) on C4H7HgO2 as an isolated structure at a distorted geometry.

```
14
C4H7HgO2 ωB97M-V/def2-TZVPD
O 1.7546 -0.9476 0.5100
C 0.7173 -1.0713 1.2111
C -0.5908 -0.7390 0.7425
H -1.3220 -0.6340 1.5534
H 0.8641 -1.1236 2.3060
H -0.9189 -1.3774 -0.0856
Hg 3.3693 -0.0065 0.4776
C -0.3570 0.9616 -1.4160
C -0.4567 0.9285 0.0421
O -0.9239 -0.1460 -2.1147
H 0.6536 1.1525 -1.8149
H -1.3180 1.5316 0.3693
H 0.2561 1.3278 0.7742
H -1.7278 0.1435 -2.5550
```

Results
Max |F|: 0.2037 Eh/bohr
HOMO energy (alpha / beta): -6.90 / -6.84 eV
Net charge: 0
Multiplicity: 2

Entry 9:
ORCA calculation (ωB97M-V/def2-TZVPD) on an isolated ion of composition C4H7IN and charge +1 at a distorted geometry.

```
13
C4H7IN ωB97M-V/def2-TZVPD
I 2.8834 0.0679 0.0609
C 0.8225 -0.0787 -0.3013
C -0.0323 1.1627 -0.4550
C -0.9382 0.5721 0.6770
N -0.0594 -0.6268 0.7324
C 0.0953 -1.3107 -0.5659
H -0.4584 1.3277 -1.4497
H 0.4597 2.0362 -0.2202
H -0.5986 1.1895 1.5512
H -1.9854 0.4665 0.3124
H 0.2371 -1.1802 1.4877
H -0.8382 -1.3006 -1.3219
H 0.4125 -2.3256 -0.5077
```

Results
Max |F|: 0.0864 Eh/bohr
HOMO energy: -14.06 eV
Net charge: +1

Entry 10:
ORCA calculation (ωB97M-V/def2-TZVPD) on an isolated ion of composition C4H7IN and charge +1 at a distorted geometry.

```
13
C4H7IN ωB97M-V/def2-TZVPD
C -0.1701 -1.4342 0.2381
C -0.6202 -0.0602 -0.1468
N 0.6139 0.6446 0.0163
C 1.8886 0.4535 -0.0904
I 3.7748 -0.3181 -0.2142
C 1.0513 2.0100 0.0700
H 0.7260 -1.8686 -0.2095
H 0.1199 -1.2711 1.3063
H -1.1634 -2.0584 0.2914
H -1.4192 0.2495 0.4777
H -1.0412 0.2089 -1.1727
H 1.0308 2.4217 1.0885
H 1.0054 2.7232 -0.7163
```

Results
Max |F|: 0.0974 Eh/bohr
HOMO energy: -14.44 eV
Net charge: +1

Entry 11:
ORCA calculation (ωB97M-V/def2-TZVPD) on C4H7IN as an isolated structure at a distorted geometry.

```
13
C4H7IN ωB97M-V/def2-TZVPD
C -1.5710 -0.8943 -0.5490
C 1.0767 -1.1114 0.1442
C 0.5950 0.2102 0.6611
C 0.1565 1.4681 -0.1118
N -0.2041 -1.0427 0.6907
I -3.0292 0.3466 0.0133
H -1.5033 -1.7409 -1.0850
H 1.1829 -1.3102 -0.9854
H 1.7613 -1.8138 0.6632
H 0.9934 0.3597 1.6164
H 0.1063 1.2835 -1.1228
H 1.0791 2.1255 -0.1460
H -0.6436 2.1198 0.2110
```

Results
Max |F|: 0.0970 Eh/bohr
HOMO energy (alpha / beta): -13.42 / -14.66 eV
Net charge: +1
Multiplicity: 3

Entry 12:
ORCA calculation (ωB97M-V/def2-TZVPD) on the molecule C4H7IN2OS at a distorted geometry.

```
16
C4H7IN2OS ωB97M-V/def2-TZVPD
C -1.3125 0.1677 -0.2688
C 0.2038 -0.1193 -0.1138
C 0.5092 -1.3971 -0.9576
C 0.4029 -0.3407 1.4181
N -1.7479 1.3516 -0.2316
N 0.8628 1.0720 -0.6198
O -0.1702 3.0702 0.8943
S -0.4096 2.5300 -0.4004
I -2.8168 -1.3752 0.0143
H 0.1890 -1.0407 -1.9595
H 0.1275 -2.4435 -0.6771
H 1.5755 -1.6255 -1.0296
H 0.2670 0.6601 1.7879
H 1.3860 -0.5698 1.6969
H -0.2609 -1.0664 1.9557
H 1.1943 1.1267 -1.5089
```

Results
Max |F|: 0.1067 Eh/bohr
HOMO energy: -9.71 eV
Net charge: 0

Entry 13:
ORCA calculation (ωB97M-V/def2-TZVPD) on C4H7MnO3 as an isolated structure at a distorted geometry.

```
15
C4H7MnO3 ωB97M-V/def2-TZVPD
H 3.2064 2.0935 -0.3764
O 0.2026 1.9174 0.3486
C -0.9690 1.8579 -0.0986
C -1.6318 0.6911 -0.5564
O -1.2113 -0.5381 -0.5088
C -0.4376 -1.1207 0.5660
C 0.8582 -1.7066 0.0255
O 1.7472 -0.7906 -0.4769
Mn 1.8906 1.0253 -0.1917
H -1.5530 2.7841 -0.2238
H -2.6471 0.7962 -0.9456
H -1.0752 -1.9176 0.9687
H -0.2476 -0.3644 1.3374
H 0.5818 -2.4536 -0.7478
H 1.2859 -2.2738 0.8798
```

Results
Max |F|: 0.0416 Eh/bohr
HOMO energy (alpha / beta): -7.88 / -8.79 eV
Net charge: 0
Multiplicity: 7

Entry 14:
ORCA calculation (ωB97M-V/def2-TZVPD) on an isolated ion of composition C4H7N and charge -1 at a distorted geometry.

```
12
C4H7N ωB97M-V/def2-TZVPD
N 0.6811 1.2257 2.0238
C 0.8045 0.1173 1.1196
C -0.0799 0.0933 0.0590
C -0.0540 -0.8016 -1.1044
C -1.1503 -0.9594 -1.9372
H 1.3924 1.6436 2.5832
H -0.2312 1.6193 2.0667
H 1.6175 -0.5878 1.1939
H -0.6694 0.9737 -0.1948
H 0.9290 -1.0452 -1.5030
H -1.1527 -1.8154 -2.6061
H -2.0869 -0.4635 -1.7005
```

Results
Max |F|: 0.0483 Eh/bohr
HOMO energy (alpha / beta): 1.03 / -2.05 eV
Net charge: -1
Multiplicity: 2

Entry 15:
ORCA calculation (ωB97M-V/def2-TZVPD) on the molecule C4H7N at a distorted geometry.

```
12
C4H7N ωB97M-V/def2-TZVPD
C 15.5550 8.7838 -4.4186
C 14.1186 8.5425 -3.9497
C 13.5686 9.4511 -2.9629
C 14.1248 9.1773 -1.6450
N 14.4886 8.9669 -0.5919
H 15.7530 8.3583 -5.4024
H 16.2278 8.3931 -3.6552
H 15.8342 9.8100 -4.6575
H 13.9185 7.4957 -3.7211
H 13.5545 8.6947 -4.8699
H 12.4986 9.3419 -2.7860
H 13.7989 10.4741 -3.2604
```

Results
Max |F|: 0.0707 Eh/bohr
HOMO energy: -11.61 eV
Net charge: 0

Entry 16:
ORCA calculation (ωB97M-V/def2-TZVPD) on the molecule C4H7N at a distorted geometry.

```
12
C4H7N ωB97M-V/def2-TZVPD
C -0.2066 -1.0296 -0.6919
C 0.9693 -0.7335 -0.1620
C 0.9280 0.5130 0.6850
N -0.4250 1.0341 0.4518
C -1.2524 -0.0050 -0.2790
H -0.2987 -1.9043 -1.3685
H 1.9093 -1.3016 -0.3142
H 1.0917 0.2491 1.7728
H 1.6953 1.2750 0.4520
H -0.2981 1.8350 -0.1898
H -1.7107 0.5377 -1.1758
H -2.0435 -0.3985 0.3479
```

Results
Max |F|: 0.0416 Eh/bohr
HOMO energy: -8.89 eV
Net charge: 0

Entry 17:
ORCA calculation (ωB97M-V/def2-TZVPD) on a 2-piece molecular cluster, C4H7N overall at a distorted geometry.

```
12
C4H7N ωB97M-V/def2-TZVPD
C 0.8435 0.5047 -0.1953
C -0.4729 1.1371 -0.3379
N -1.2975 1.8939 -0.6363
H 1.4528 1.1144 -0.8222
H 0.9607 -0.5785 -0.4186
H 1.3192 0.5448 0.8435
C -0.8436 -1.4211 0.3818
C 0.3221 -1.8818 0.1189
H -1.0031 -0.8140 1.2410
H -1.5990 -1.9730 -0.1874
H 0.5688 -2.5886 -0.6214
H 1.2109 -1.6499 0.8069
```

Results
Max |F|: 0.0983 Eh/bohr
HOMO energy: -9.81 eV
Net charge: 0

Entry 18:
ORCA calculation (ωB97M-V/def2-TZVPD) on the molecule C4H7N at a distorted geometry.

```
12
C4H7N ωB97M-V/def2-TZVPD
C -2.4709 0.9411 -0.3901
C -1.4489 0.4700 -0.0086
C -0.1845 -0.0190 0.5285
N 0.9312 -0.2708 -0.4502
C 2.1972 -0.8326 0.1574
H -3.3526 1.2310 -0.8758
H -0.4532 -1.0524 0.9856
H 0.2150 0.6384 1.2801
H 1.1726 0.6170 -0.8801
H 2.8591 -1.0823 -0.6553
H 1.7299 -1.7158 0.8169
H 2.7534 -0.0970 0.7568
```

Results
Max |F|: 0.0663 Eh/bohr
HOMO energy: -9.06 eV
Net charge: 0